## i
{
  "formula": "H4NS",
  "method": "the ωB97M-V functional and the def2-TZVPD basis",
  "symbols": ["N", "H", "H", "H", "S", "H"],
  "coordinates": [[-0.391, 0.576, -1.113], [-1.151, 0.697, -0.483], [-0.237, -0.431, -0.915], [0.307, 1.129, -0.581], [0.990, -0.451, 1.873], [0.483, -1.520, 1.219]],
  "lowdin_charge": [-0.05, -0.04, -0.02, -0.03, -0.37, -0.49],
  "charge": -1,
  "e_homo_ev": -2.56,
  "gap_ev": 7.4,
  "e_lumo_ha": 0.1797
}

---

## ii
{
  "formula": "H4NS",
  "method": "the ωB97M-V functional and the def2-TZVPD basis",
  "symbols": ["N", "H", "H", "H", "S", "H"],
  "coordinates": [[-1.686, -0.981, 1.132], [-2.473, -0.345, 1.019], [-0.952, -0.718, 0.446], [-2.039, -1.855, 0.728], [1.040, 0.555, -0.697], [0.948, 1.297, 0.385]],
  "lowdin_charge": [-0.03, -0.02, -0.10, -0.02, -0.32, -0.50],
  "charge": -1,
  "e_homo_ev": -2.52,
  "gap_ev": 7.3,
  "e_lumo_ha": 0.1742
}

---

Short version: ii is the most stable of them.

---

## i
{
  "formula": "C3H10S3",
  "method": "the ωB97M-V functional and the def2-TZVPD basis",
  "symbols": ["C", "C", "S", "H", "H", "H", "H", "H", "H", "C", "S", "S", "H", "H", "H", "H"],
  "coordinates": [[-2.182, -0.404, -0.930], [-1.187, -1.501, -1.321], [-1.224, -2.975, -0.242], [-1.709, 0.579, -0.818], [-2.954, -0.274, -1.680], [-2.636, -0.641, 0.028], [-0.150, -1.203, -1.428], [-1.461, -1.942, -2.275], [-0.320, -2.562, 0.650], [1.930, 2.608, 0.954], [1.402, 1.217, 2.027], [2.149, -0.345, 0.848], [1.929, 2.270, -0.073], [1.179, 3.378, 1.084], [2.906, 2.952, 1.286], [2.328, -1.157, 1.889]],
  "lowdin_charge": [-0.17, -0.61, 0.67, 0.06, 0.06, 0.05, 0.04, 0.04, -0.19, -0.47, 0.35, 0.30, 0.01, 0.02, 0.03, -0.20],
  "e_homo_ev": -8.45,
  "gap_ev": 8.8,
  "e_lumo_ha": 0.0128,
  "smiles": "CCS.CSS"
}

---

## ii
{
  "formula": "C3H10S3",
  "method": "the ωB97M-V functional and the def2-TZVPD basis",
  "symbols": ["C", "S", "C", "H", "H", "H", "H", "H", "H", "C", "S", "S", "H", "H", "H", "H"],
  "coordinates": [[0.618, -0.860, 1.535], [2.218, -0.122, 1.092], [1.726, 1.633, 1.129], [0.807, -1.710, 2.188], [-0.054, -0.159, 2.020], [0.172, -1.256, 0.626], [0.826, 1.764, 0.540], [2.597, 2.230, 0.891], [1.512, 1.888, 2.173], [-0.633, -0.285, -2.185], [-1.719, 0.339, -0.884], [-2.908, -1.286, -0.484], [0.182, -0.890, -1.778], [-1.200, -0.866, -2.905], [-0.199, 0.572, -2.672], [-3.944, -0.991, -1.286]],
  "lowdin_charge": [-0.44, 0.71, -0.42, 0.03, 0.04, -0.02, 0.01, 0.02, 0.03, -0.48, 0.34, 0.30, 0.03, 0.03, 0.02, -0.20],
  "e_homo_ev": -8.36,
  "gap_ev": 8.9,
  "e_lumo_ha": 0.0188,
  "smiles": "CSC.CSS"
}

---

## iii
{
  "formula": "C3H10S3",
  "method": "the ωB97M-V functional and the def2-TZVPD basis",
  "symbols": ["C", "S", "C", "H", "H", "H", "H", "H", "H", "C", "S", "S", "H", "H", "H", "H"],
  "coordinates": [[-0.862, 0.354, -1.080], [0.445, 1.372, -1.811], [-0.483, 2.859, -2.174], [-1.768, 0.290, -1.712], [-1.112, 0.784, -0.121], [-0.636, -0.707, -0.917], [0.111, 3.562, -2.767], [-1.208, 2.471, -2.939], [-1.133, 3.204, -1.375], [-0.486, -0.150, 2.652], [-0.725, -1.373, 1.353], [1.298, -1.778, 0.786], [-1.357, 0.501, 2.644], [0.330, 0.442, 2.249], [-0.266, -0.434, 3.689], [1.221, -0.886, -0.248]],
  "lowdin_charge": [-0.51, 0.71, -0.45, 0.05, 0.00, -0.05, 0.04, 0.03, 0.04, -0.49, 0.42, 0.36, 0.03, 0.01, 0.04, -0.23],
  "e_homo_ev": -8.45,
  "gap_ev": 8.8,
  "e_lumo_ha": 0.0131,
  "smiles": "CSC.CSS"
}

---

Short version: ii is the most stable of them.

---

## i
{
  "formula": "C3H3ClO",
  "method": "the ωB97M-V functional and the def2-TZVPD basis",
  "symbols": ["Cl", "C", "C", "C", "O", "H", "H", "H"],
  "coordinates": [[-0.603, 0.320, -2.631], [-0.889, -0.314, -1.126], [-0.165, 0.088, -0.035], [0.743, 0.141, 1.161], [0.755, 1.005, 0.343], [-1.676, -1.007, -0.952], [1.750, -0.299, 1.229], [0.085, 0.065, 2.010]],
  "lowdin_charge": [0.67, -0.60, -0.20, -0.24, 0.08, 0.05, 0.13, 0.11],
  "e_homo_ev": -8.90,
  "gap_ev": 9.8,
  "e_lumo_ha": 0.0347,
  "smiles": "Cl/C=C1/CO1"
}

---

## ii
{
  "formula": "C3H3ClO",
  "method": "the ωB97M-V functional and the def2-TZVPD basis",
  "symbols": ["O", "C", "C", "C", "Cl", "H", "H", "H"],
  "coordinates": [[-0.758, 1.893, 0.455], [-0.186, 0.882, 0.311], [-0.099, -0.503, 0.764], [0.394, -0.005, -0.759], [-0.387, -0.620, -2.114], [0.634, -0.996, 1.262], [-1.122, -0.776, 0.756], [1.525, 0.126, -0.674]],
  "lowdin_charge": [0.15, -0.47, 0.01, -0.66, 0.67, 0.06, 0.10, 0.13],
  "e_homo_ev": -9.50,
  "gap_ev": 10.3,
  "e_lumo_ha": 0.0295,
  "smiles": "O=C1C[C@H]1Cl"
}

---

## iii
{
  "formula": "C3H3ClO",
  "method": "the ωB97M-V functional and the def2-TZVPD basis",
  "symbols": ["C", "C", "C", "O", "Cl", "H", "H", "H"],
  "coordinates": [[0.559, 0.216, -0.367], [1.963, -0.211, -1.125], [-0.937, -0.240, 0.396], [1.891, -0.262, 0.122], [-2.120, -0.038, -0.801], [0.406, 1.319, -0.180], [-0.858, 0.495, 1.154], [-0.905, -1.279, 0.802]],
  "lowdin_charge": [-0.24, 0.08, -0.62, -0.06, 0.61, 0.09, 0.04, 0.08],
  "e_homo_ev": -9.65,
  "gap_ev": 10.2,
  "e_lumo_ha": 0.0209
}

---

Short version: ii is the most stable of them.